A 10-piece molecular cluster, C40H86BN4O17 overall at a distorted geometry, computed with wB97M-V/def2-TZVPD.

## Properties
Net charge ... -1
ΔE to the lowest compared entry with this formula, charge and spin ... 0.0 kcal per mole
Strongest force on any atom ... 2.66 eV Å⁻¹
LUMO ... 2.20 eV
2S+1 ... 1
HOMO-LUMO gap ... 8.172 eV

Bonds (Å) are listed after each position.
Positions of all 148 atoms, in Å:
1 O -1.75 5.10 0.50  C2 1.193
2 C -1.05 4.34 -0.11  O1 1.193, O3 1.310, C6 1.544
3 O -0.48 3.25 0.33  C2 1.310, B4 1.462
4 B 0.17 2.56 -0.78  O3 1.462, O5 1.491, O8 1.468, O12 1.482
5 O -0.13 3.37 -2.00  B4 1.491, C6 1.314
6 C -0.87 4.40 -1.64  C2 1.544, O5 1.314, O7 1.199
7 O -1.28 5.27 -2.35  C6 1.199
8 O -0.34 1.20 -0.97  B4 1.468, C9 1.309
9 C 0.63 0.31 -0.93  O8 1.309, O10 1.198, C11 1.553
10 O 0.49 -0.87 -1.02  C9 1.198
11 C 1.97 1.07 -0.69  C9 1.553, O12 1.318, O13 1.191
12 O 1.62 2.33 -0.55  B4 1.482, C11 1.318
13 O 3.06 0.60 -0.66  C11 1.191
14 C -1.41 -1.50 -7.55  C15 1.543, H25 1.094, H26 1.089, H27 1.091
15 C -1.12 -0.59 -6.33  C14 1.543, C16 1.537, N20 1.479, C24 1.516
16 C -0.03 -1.27 -5.49  C15 1.537, C17 1.537, H28 1.094, H29 1.094
17 C 0.63 -0.35 -4.46  C16 1.537, C18 1.540, H30 1.089, H31 1.094
18 C 1.28 0.80 -5.26  C17 1.540, C19 1.543, H32 1.087, H33 1.100
19 C 0.25 1.60 -6.09  C18 1.543, N20 1.469, C22 1.532, C23 1.512
20 N -0.56 0.66 -6.88  C15 1.479, C19 1.469, O21 1.415
21 O -1.54 1.34 -7.65  N20 1.415, H43 0.963
22 C -0.61 2.52 -5.22  C19 1.532, H34 1.091, H35 1.090, H36 1.092
23 C 1.06 2.47 -7.02  C19 1.512, H37 1.093, H38 1.091, H39 1.094
24 C -2.36 -0.41 -5.48  C15 1.516, H40 1.092, H41 1.090, H42 1.091
25 H -1.52 -2.51 -7.15  C14 1.094
26 H -0.61 -1.51 -8.29  C14 1.089
27 H -2.34 -1.24 -8.07  C14 1.091
28 H -0.41 -2.12 -4.91  C16 1.094
29 H 0.82 -1.61 -6.08  C16 1.094
30 H 1.34 -0.90 -3.84  C17 1.089
31 H -0.08 0.14 -3.79  C17 1.094
32 H 2.24 0.56 -5.70  C18 1.087
33 H 1.47 1.53 -4.46  C18 1.100
34 H -0.03 3.37 -4.86  C22 1.091
35 H -1.46 2.89 -5.79  C22 1.090
36 H -0.99 2.05 -4.30  C22 1.092
37 H 1.67 3.16 -6.43  C23 1.093
38 H 1.73 1.88 -7.66  C23 1.091
39 H 0.46 3.12 -7.65  C23 1.094
40 H -2.17 0.23 -4.62  C24 1.092
41 H -2.70 -1.37 -5.08  C24 1.090
42 H -3.15 0.10 -6.03  C24 1.091
43 H -1.28 1.17 -8.56  O21 0.963
44 C 1.14 2.68 3.77  C45 1.526, H55 1.090, H56 1.094, H57 1.093
45 C 1.23 1.20 4.13  C44 1.526, C46 1.530, N50 1.474, C54 1.539
46 C 2.09 1.15 5.40  C45 1.530, C47 1.546, H58 1.094, H59 1.090
47 C 1.95 -0.16 6.20  C46 1.546, C48 1.527, H60 1.090, H61 1.097
48 C 0.50 -0.41 6.61  C47 1.527, C49 1.520, H62 1.092, H63 1.093
49 C -0.42 -0.44 5.41  C48 1.520, N50 1.489, C52 1.535, C53 1.525
50 N -0.10 0.66 4.47  C45 1.474, C49 1.489, O51 1.409
51 O -1.06 0.91 3.46  N50 1.409, H73 0.976
52 C -0.42 -1.75 4.60  C49 1.535, H64 1.095, H65 1.093, H66 1.087
53 C -1.83 -0.18 5.93  C49 1.525, H67 1.093, H68 1.094, H69 1.088
54 C 1.93 0.39 3.03  C45 1.539, H70 1.098, H71 1.090, H72 1.091
55 H 2.09 3.21 3.66  C44 1.090
56 H 0.60 3.20 4.56  C44 1.094
57 H 0.55 2.87 2.87  C44 1.093
58 H 3.15 1.12 5.11  C46 1.094
59 H 1.88 1.96 6.10  C46 1.090
60 H 2.65 -0.07 7.04  C47 1.090
61 H 2.20 -0.99 5.54  C47 1.097
62 H 0.21 0.36 7.33  C48 1.092
63 H 0.48 -1.38 7.13  C48 1.093
64 H -0.49 -2.58 5.32  C52 1.095
65 H -1.35 -1.80 4.03  C52 1.093
66 H 0.39 -1.83 3.88  C52 1.087
67 H -2.54 -0.23 5.09  C53 1.093
68 H -2.18 -0.94 6.62  C53 1.094
69 H -1.88 0.80 6.40  C53 1.088
70 H 1.42 0.17 2.08  C54 1.098
71 H 2.13 -0.61 3.41  C54 1.090
72 H 2.74 1.07 2.74  C54 1.091
73 H -0.67 0.50 2.67  O51 0.976
74 C -3.90 -0.96 2.00  C75 1.537, H85 1.091, H86 1.088, H87 1.091
75 C -3.35 -1.93 0.94  C74 1.537, C76 1.525, N80 1.497, C84 1.516
76 C -3.94 -3.29 1.29  C75 1.525, C77 1.521, H88 1.095, H89 1.095
77 C -3.83 -4.31 0.17  C76 1.521, C78 1.538, H90 1.091, H91 1.097
78 C -4.44 -3.76 -1.13  C77 1.538, C79 1.550, H92 1.095, H93 1.089
79 C -3.98 -2.33 -1.51  C78 1.550, N80 1.473, C82 1.552, C83 1.520
80 N -3.95 -1.43 -0.34  C75 1.497, C79 1.473, O81 1.415
81 O -3.41 -0.18 -0.70  N80 1.415, H103 0.975
82 C -2.62 -2.47 -2.23  C79 1.552, H94 1.094, H95 1.087, H96 1.089
83 C -5.08 -1.78 -2.40  C79 1.520, H97 1.093, H98 1.095, H99 1.088
84 C -1.84 -1.87 0.98  C75 1.516, H100 1.092, H101 1.090, H102 1.094
85 H -3.47 -1.13 2.99  C74 1.091
86 H -4.98 -1.09 2.04  C74 1.088
87 H -3.65 0.06 1.71  C74 1.091
88 H -3.44 -3.68 2.18  C76 1.095
89 H -5.00 -3.26 1.58  C76 1.095
90 H -4.34 -5.26 0.36  C77 1.091
91 H -2.76 -4.52 0.03  C77 1.097
92 H -5.51 -3.77 -0.91  C78 1.095
93 H -4.24 -4.46 -1.95  C78 1.089
94 H -2.32 -1.50 -2.65  C82 1.094
95 H -1.82 -2.77 -1.55  C82 1.087
96 H -2.75 -3.14 -3.08  C82 1.089
97 H -4.87 -0.76 -2.74  C83 1.093
98 H -5.20 -2.36 -3.32  C83 1.095
99 H -6.02 -1.73 -1.86  C83 1.088
100 H -1.51 -0.93 0.53  C84 1.092
101 H -1.28 -2.69 0.54  C84 1.090
102 H -1.49 -1.74 2.01  C84 1.094
103 H -2.48 -0.36 -0.94  O81 0.975
104 C 4.15 -4.47 0.96  C105 1.533, H115 1.089, H116 1.095, H117 1.099
105 C 3.47 -3.30 1.66  C104 1.533, C106 1.546, N110 1.453, C114 1.541
106 C 3.20 -3.66 3.14  C105 1.546, C107 1.514, H118 1.093, H119 1.094
107 C 4.42 -3.54 4.03  C106 1.514, C108 1.529, H120 1.095, H121 1.094
108 C 5.03 -2.14 3.94  C107 1.529, C109 1.555, H122 1.092, H123 1.092
109 C 5.41 -1.79 2.47  C108 1.555, N110 1.458, C112 1.535, C113 1.520
110 N 4.24 -2.06 1.65  C105 1.453, C109 1.458, O111 1.418
111 O 4.46 -1.65 0.31  N110 1.418, H133 0.971
112 C 5.76 -0.30 2.53  C109 1.535, H124 1.093, H125 1.091, H126 1.092
113 C 6.63 -2.60 2.05  C109 1.520, H127 1.096, H128 1.087, H129 1.096
114 C 2.10 -3.13 0.98  C105 1.541, H130 1.095, H131 1.090, H132 1.086
115 H 5.05 -4.90 1.40  C104 1.089
116 H 4.37 -4.27 -0.09  C104 1.095
117 H 3.48 -5.34 0.83  C104 1.099
118 H 2.38 -3.05 3.53  C106 1.093
119 H 2.90 -4.71 3.15  C106 1.094
120 H 5.13 -4.33 3.74  C107 1.095
121 H 4.19 -3.72 5.09  C107 1.094
122 H 5.92 -2.10 4.58  C108 1.092
123 H 4.30 -1.44 4.35  C108 1.092
124 H 6.57 -0.12 3.24  C112 1.093
125 H 6.06 0.15 1.58  C112 1.091
126 H 4.96 0.33 2.91  C112 1.092
127 H 7.46 -2.36 2.72  C113 1.096
128 H 6.53 -3.68 1.97  C113 1.087
129 H 7.00 -2.37 1.04  C113 1.096
130 H 1.54 -2.31 1.45  C114 1.095
131 H 1.53 -4.03 1.20  C114 1.090
132 H 2.24 -2.88 -0.07  C114 1.086
133 H 3.94 -0.84 0.22  O111 0.971
134 O -0.91 7.35 1.94  H135 0.961, H136 0.969
135 H -0.99 6.57 2.50  O134 0.961
136 H -1.72 7.34 1.39  O134 0.969
137 O -4.00 3.93 2.31  H138 0.968, H139 0.963
138 H -3.26 4.40 1.91  O137 0.968
139 H -4.11 3.14 1.77  O137 0.963
140 O -3.45 5.51 -4.22  H141 0.963, H142 0.970
141 H -3.72 4.94 -4.96  O140 0.963
142 H -2.73 5.03 -3.79  O140 0.970
143 O -2.83 7.74 -0.30  H144 0.963, H145 0.966
144 H -2.84 8.60 -0.73  O143 0.963
145 H -2.89 7.10 -1.03  O143 0.966
146 O -0.08 7.72 -3.09  H147 0.963, H148 0.972
147 H 0.21 7.72 -2.17  O146 0.963
148 H -0.62 6.92 -3.17  O146 0.972